# 1
{
  "formula": "C40H45BrCoN4OSSi",
  "method": "ωB97M-V/def2-TZVPD",
  "total_charge": 0,
  "energy_ev": -176601.5732,
  "lumo_energy_ev": [-0.6345, -0.4665],
  "max_force_ha_per_bohr": 0.01060,
  "orbital_gap_ev": [6.1599, 6.1998],
  "e_homo_ha": [-0.250, -0.245],
  "s_squared": 1.018,
  "multiplicity": 2,
  "species": ["Co", "C", "C", "N", "N", "C", "N", "S", "C", "C", "C", "C", "C", "N", "H", "H", "H", "H", "H", "H", "H", "H", "H", "H", "C", "C", "C", "C", "C", "C", "C", "Br", "C", "O", "C", "C", "C", "C", "C", "C", "H", "H", "H", "H", "H", "H", "H", "H", "H", "H", "H", "H", "H", "H", "H", "H", "H", "H", "H", "H", "C", "C", "C", "C", "C", "C", "Si", "C", "C", "C", "C", "C", "C", "C", "C", "C", "C", "C", "C", "H", "H", "H", "H", "H", "H", "H", "H", "H", "H", "H", "H", "H", "H", "H"],
  "positions_angstrom": [[-0.64, 1.14, -0.45], [-3.87, 4.19, -0.41], [-2.59, 3.41, -0.50], [-2.23, 2.50, 0.32], [-3.02, 2.23, 1.38], [-2.72, 1.19, 2.24], [-3.61, 1.10, 3.26], [-1.47, 0.16, 2.01], [-1.61, 3.68, -1.59], [-1.65, 4.87, -2.29], [-0.68, 5.13, -3.25], [0.29, 4.17, -3.47], [0.26, 3.01, -2.72], [-0.66, 2.75, -1.79], [-4.69, 3.55, -0.08], [-4.15, 4.58, -1.38], [-3.78, 5.03, 0.28], [-3.85, 2.78, 1.53], [-4.11, 1.92, 3.57], [-3.36, 0.43, 3.97], [-2.42, 5.60, -2.08], [-0.68, 6.06, -3.80], [1.08, 4.32, -4.19], [1.01, 2.25, -2.86], [-4.40, -4.71, 1.42], [-3.59, -5.11, 0.18], [-4.56, -5.33, -0.99], [-2.88, -6.43, 0.46], [-2.60, -3.99, -0.16], [-3.05, -2.77, -0.65], [-2.14, -1.76, -0.85], [-2.82, -0.11, -1.55], [-0.76, -1.80, -0.57], [-0.01, -0.74, -0.65], [-0.29, -3.09, -0.18], [-1.23, -4.10, 0.05], [1.19, -3.49, 0.00], [2.20, -2.42, -0.43], [1.45, -3.84, 1.47], [1.47, -4.72, -0.88], [-5.11, -5.49, 1.69], [-4.95, -3.78, 1.24], [-3.73, -4.55, 2.27], [-5.23, -6.17, -0.77], [-4.01, -5.56, -1.91], [-5.18, -4.46, -1.18], [-3.62, -7.22, 0.64], [-2.25, -6.37, 1.36], [-2.25, -6.74, -0.38], [-4.10, -2.60, -0.88], [-0.85, -5.05, 0.39], [2.11, -1.51, 0.15], [2.08, -2.16, -1.48], [3.21, -2.82, -0.29], [1.18, -3.00, 2.12], [2.52, -4.05, 1.61], [0.89, -4.72, 1.80], [1.30, -4.48, -1.93], [0.83, -5.57, -0.62], [2.51, -5.03, -0.76], [3.29, 0.60, 4.35], [2.34, -0.24, 3.77], [1.80, 0.09, 2.53], [2.17, 1.25, 1.85], [3.11, 2.08, 2.46], [3.67, 1.76, 3.70], [1.51, 1.66, 0.12], [1.78, 3.54, -0.02], [0.91, 4.38, 0.68], [1.05, 5.77, 0.64], [2.06, 6.34, -0.12], [2.93, 5.52, -0.83], [2.79, 4.14, -0.78], [2.72, 0.84, -1.09], [2.31, 0.15, -2.23], [3.23, -0.41, -3.11], [4.59, -0.32, -2.85], [5.02, 0.33, -1.70], [4.10, 0.90, -0.84], [3.72, 0.35, 5.31], [2.04, -1.15, 4.27], [1.08, -0.59, 2.09], [3.42, 3.00, 1.98], [4.40, 2.42, 4.15], [0.11, 3.95, 1.28], [0.37, 6.40, 1.20], [2.17, 7.42, -0.15], [3.72, 5.96, -1.43], [3.47, 3.52, -1.35], [1.25, 0.00, -2.41], [2.88, -0.95, -3.98], [5.30, -0.78, -3.52], [6.08, 0.39, -1.48], [4.46, 1.40, 0.06]]
}

# 2
{
  "formula": "C40H45ClF4HgN8O3",
  "method": "ωB97M-V/def2-TZVPD",
  "total_charge": -1,
  "energy_ev": -87843.5224,
  "lumo_energy_ev": [2.2760, 2.2745],
  "max_force_ha_per_bohr": 0.00848,
  "orbital_gap_ev": [4.6808, 6.9423],
  "e_homo_ha": [-0.088, -0.172],
  "s_squared": 0.769,
  "multiplicity": 2,
  "species": ["Hg", "C", "C", "N", "C", "C", "C", "C", "N", "C", "C", "F", "C", "F", "C", "C", "F", "C", "F", "H", "H", "H", "H", "H", "H", "H", "H", "H", "H", "H", "H", "H", "H", "H", "C", "C", "C", "C", "Cl", "C", "C", "C", "O", "C", "C", "O", "O", "H", "H", "H", "H", "H", "H", "H", "H", "N", "C", "C", "C", "C", "C", "C", "N", "C", "C", "C", "C", "N", "C", "C", "H", "H", "H", "H", "H", "H", "H", "H", "H", "C", "C", "N", "C", "N", "C", "C", "C", "N", "C", "H", "H", "H", "H", "H", "H", "H", "H", "H", "H", "H", "H", "H"],
  "positions_angstrom": [[-0.51, 1.44, -0.18], [-1.03, 4.58, -3.77], [-0.65, 3.83, -2.49], [-0.72, 2.37, -2.58], [0.20, 1.78, -3.54], [1.63, 2.26, -3.37], [-2.08, 1.85, -2.80], [-3.09, 2.39, -1.79], [-2.63, 2.19, -0.43], [-3.40, 2.58, 0.60], [-3.04, 2.21, 1.92], [-1.97, 1.40, 2.10], [-3.74, 2.59, 3.04], [-3.29, 2.17, 4.24], [-4.89, 3.36, 2.97], [-5.28, 3.71, 1.70], [-6.40, 4.46, 1.54], [-4.59, 3.34, 0.56], [-5.10, 3.79, -0.62], [-1.05, 5.65, -3.57], [-2.02, 4.29, -4.13], [-0.31, 4.40, -4.58], [-1.30, 4.14, -1.67], [0.36, 4.09, -2.18], [-0.13, 1.97, -4.58], [0.15, 0.69, -3.41], [1.79, 3.24, -3.82], [2.33, 1.56, -3.85], [1.89, 2.34, -2.31], [-2.02, 0.76, -2.70], [-2.44, 2.08, -3.81], [-4.02, 1.85, -1.99], [-3.29, 3.44, -2.01], [-5.43, 3.66, 3.85], [2.39, 2.87, 5.40], [3.15, 2.32, 4.23], [3.98, 1.21, 4.36], [4.66, 0.72, 3.26], [5.70, -0.68, 3.45], [4.52, 1.30, 2.02], [3.69, 2.40, 1.87], [3.03, 2.92, 2.97], [2.24, 4.03, 2.96], [1.87, 4.63, 1.72], [0.79, 3.79, 1.01], [-0.36, 3.90, 1.41], [1.20, 3.01, 0.08], [2.56, 2.26, 6.29], [1.33, 2.91, 5.19], [2.70, 3.89, 5.62], [4.09, 0.73, 5.32], [5.03, 0.89, 1.16], [3.51, 2.81, 0.89], [2.75, 4.80, 1.08], [1.43, 5.58, 2.01], [-3.19, -5.40, -1.07], [-3.11, -6.75, -1.32], [-4.02, -7.78, -1.20], [-3.59, -9.06, -1.55], [-2.29, -9.28, -2.00], [-1.38, -8.24, -2.12], [-1.79, -6.95, -1.77], [-1.09, -5.76, -1.79], [-1.95, -4.84, -1.37], [-1.68, -3.46, -1.22], [-2.63, -2.50, -0.74], [-2.29, -1.18, -0.62], [-1.06, -0.69, -0.93], [-0.16, -1.59, -1.41], [-0.41, -2.92, -1.57], [-3.99, -4.90, -0.73], [-5.04, -7.61, -0.86], [-4.28, -9.89, -1.48], [-1.99, -10.28, -2.27], [-0.37, -8.41, -2.47], [-3.64, -2.79, -0.46], [-3.00, -0.45, -0.25], [0.82, -1.19, -1.66], [0.36, -3.58, -1.96], [3.69, -1.82, -1.26], [3.41, -0.37, -1.66], [2.72, 0.31, -0.58], [2.19, -0.32, 0.53], [1.13, 0.18, 1.07], [0.71, -0.37, 2.35], [0.96, -1.88, 2.39], [2.43, -2.14, 2.14], [2.89, -1.40, 0.98], [4.03, -1.86, 0.22], [4.50, -2.22, -1.87], [2.80, -2.43, -1.43], [2.82, -0.33, -2.58], [4.36, 0.14, -1.85], [2.20, 1.15, -0.80], [-0.35, -0.17, 2.48], [1.24, 0.13, 3.17], [0.36, -2.35, 1.62], [0.67, -2.30, 3.36], [2.61, -3.21, 1.95], [3.03, -1.87, 3.02], [4.26, -2.87, 0.54], [4.92, -1.24, 0.42]]
}

# 3
{
  "formula": "C40H45Ge2N5O3PbS",
  "method": "ωB97M-V/def2-TZVPD",
  "total_charge": -1,
  "energy_ev": -184899.7740,
  "lumo_energy_ev": 0.2401,
  "max_force_ha_per_bohr": 0.16782,
  "orbital_gap_ev": 4.7594,
  "e_homo_ha": -0.166,
  "s_squared": 0.751,
  "multiplicity": 2,
  "species": ["Pb", "N", "C", "C", "C", "C", "C", "N", "C", "C", "C", "C", "C", "N", "H", "H", "H", "H", "H", "H", "H", "H", "H", "N", "C", "C", "O", "O", "H", "H", "H", "H", "N", "C", "C", "C", "C", "C", "C", "H", "H", "H", "H", "H", "C", "Ge", "C", "C", "Ge", "C", "C", "C", "C", "C", "C", "C", "C", "C", "C", "C", "C", "H", "H", "H", "H", "H", "H", "H", "H", "H", "H", "H", "H", "H", "H", "H", "H", "H", "H", "H", "C", "S", "O", "C", "C", "C", "C", "C", "C", "H", "H", "H", "H", "H", "H", "H", "H"],
  "positions_angstrom": [[11.51, 9.66, 10.78], [14.28, 13.33, 11.79], [15.11, 12.25, 11.79], [14.58, 11.10, 12.35], [15.43, 10.08, 12.69], [16.73, 10.06, 12.16], [17.03, 11.14, 11.32], [16.28, 12.29, 11.16], [12.92, 13.60, 11.49], [12.59, 14.92, 11.62], [11.23, 15.22, 11.36], [10.28, 14.30, 10.94], [11.01, 13.01, 10.70], [12.17, 12.64, 11.09], [14.75, 14.16, 11.51], [13.55, 11.36, 12.81], [15.47, 9.30, 13.52], [17.31, 9.26, 12.35], [18.09, 11.50, 11.15], [13.05, 15.93, 11.51], [10.83, 16.18, 11.65], [9.36, 14.34, 10.29], [12.32, 14.06, 5.04], [10.22, 8.16, 8.99], [11.49, 7.23, 8.85], [12.11, 6.78, 10.16], [13.00, 5.80, 10.12], [11.95, 7.39, 11.28], [9.60, 7.63, 9.50], [9.74, 8.31, 8.08], [12.08, 7.96, 8.24], [11.29, 6.41, 8.19], [10.24, 11.97, 10.12], [8.81, 11.79, 10.21], [8.04, 11.30, 8.99], [6.82, 11.85, 8.70], [6.11, 12.43, 9.92], [6.61, 12.46, 11.15], [7.95, 12.16, 11.23], [8.40, 10.90, 8.10], [6.25, 11.68, 7.79], [5.14, 11.99, 9.97], [5.73, 12.71, 11.84], [8.39, 12.66, 11.99], [6.07, 9.41, 12.64], [7.83, 8.87, 13.59], [7.38, 8.69, 15.53], [8.07, 7.06, 12.70], [9.89, 9.99, 13.33], [9.93, 11.73, 14.52], [8.84, 12.51, 14.98], [8.83, 13.77, 15.28], [10.04, 14.45, 15.18], [11.25, 13.71, 14.95], [11.13, 12.41, 14.65], [10.70, 8.88, 14.74], [11.52, 7.94, 14.26], [12.36, 7.21, 15.04], [12.05, 7.17, 16.50], [11.26, 8.17, 17.03], [10.48, 9.05, 16.12], [5.27, 8.73, 12.75], [6.28, 9.92, 11.61], [5.71, 10.42, 13.02], [7.52, 7.71, 15.94], [6.32, 8.86, 15.50], [7.91, 9.53, 16.20], [7.85, 6.86, 11.69], [7.38, 6.53, 13.28], [8.95, 6.62, 12.93], [7.86, 12.04, 15.09], [7.94, 14.20, 15.71], [10.24, 15.49, 15.35], [12.04, 14.30, 14.53], [12.05, 11.94, 14.27], [11.75, 7.85, 12.99], [12.99, 6.60, 14.54], [12.94, 6.73, 16.99], [10.95, 8.30, 18.08], [10.23, 9.86, 16.75], [3.57, 7.05, 17.61], [12.29, 11.79, 4.26], [12.92, 13.40, 4.42], [13.31, 11.01, 5.49], [13.05, 11.10, 6.84], [13.78, 10.55, 7.84], [14.68, 9.52, 7.40], [15.05, 9.47, 6.08], [14.38, 10.27, 5.06], [4.11, 7.69, 18.31], [4.55, 13.72, 21.80], [2.81, 6.80, 18.39], [12.36, 11.81, 7.08], [13.57, 10.60, 8.92], [15.15, 8.86, 8.15], [15.87, 8.85, 5.53], [14.68, 10.26, 4.04]]
}

# 4
{
  "formula": "C40H45GeN3O2S2Sb2Ti",
  "method": "ωB97M-V/def2-TZVPD",
  "total_charge": 2,
  "energy_ev": -165137.2424,
  "lumo_energy_ev": -6.6246,
  "max_force_ha_per_bohr": 0.01311,
  "orbital_gap_ev": 6.4163,
  "e_homo_ha": -0.479,
  "species": ["Ti", "C", "C", "C", "Sb", "C", "C", "C", "C", "C", "C", "C", "C", "C", "C", "C", "C", "Sb", "C", "C", "C", "C", "C", "C", "C", "C", "C", "C", "C", "C", "H", "H", "H", "H", "H", "H", "H", "H", "H", "H", "H", "H", "H", "H", "H", "H", "H", "H", "H", "H", "H", "H", "H", "H", "H", "H", "C", "Ge", "C", "C", "C", "H", "H", "H", "H", "H", "H", "H", "H", "H", "H", "H", "N", "C", "C", "C", "C", "C", "C", "S", "O", "O", "N", "C", "S", "C", "C", "N", "H", "H", "H", "H", "H", "H", "H", "H"],
  "positions_angstrom": [[0.25, 0.45, -0.34], [0.98, -2.69, 2.61], [1.54, -3.52, 1.45], [2.87, -3.01, 0.88], [3.04, -0.87, 0.79], [4.95, -0.60, -0.06], [5.67, 0.54, 0.30], [6.93, 0.77, -0.24], [7.48, -0.14, -1.13], [6.77, -1.28, -1.48], [5.51, -1.51, -0.95], [2.04, -0.76, -1.22], [1.06, -1.69, -1.60], [0.76, -1.91, -2.94], [1.47, -1.23, -3.92], [2.45, -0.30, -3.56], [2.71, -0.05, -2.23], [-0.27, -0.98, 2.19], [-2.16, -1.79, 2.64], [-2.39, -3.15, 2.47], [-3.61, -3.70, 2.84], [-4.59, -2.89, 3.38], [-4.37, -1.53, 3.55], [-3.15, -0.97, 3.18], [0.13, 0.20, 3.89], [0.94, 1.33, 3.81], [1.24, 2.04, 4.96], [0.74, 1.63, 6.19], [-0.07, 0.50, 6.27], [-0.37, -0.22, 5.12], [1.77, -2.32, 3.26], [0.32, -3.30, 3.23], [0.80, -3.61, 0.66], [1.71, -4.53, 1.81], [3.70, -3.31, 1.53], [3.07, -3.44, -0.11], [5.25, 1.25, 1.01], [7.48, 1.66, 0.05], [8.46, 0.04, -1.54], [7.21, -2.00, -2.17], [4.97, -2.41, -1.24], [0.51, -2.26, -0.86], [0.00, -2.63, -3.21], [1.27, -1.42, -4.97], [3.00, 0.22, -4.33], [3.49, 0.65, -1.97], [-1.62, -3.79, 2.06], [-3.78, -4.76, 2.72], [-5.54, -3.31, 3.68], [-5.14, -0.90, 3.98], [-2.98, 0.09, 3.31], [1.34, 1.66, 2.86], [1.87, 2.92, 4.90], [0.97, 2.19, 7.08], [-0.46, 0.17, 7.22], [-1.01, -1.09, 5.19], [0.31, 2.11, -2.91], [1.14, 3.18, -1.45], [0.02, 4.73, -1.12], [2.98, 3.64, -1.90], [1.16, 2.10, 0.27], [-0.54, 2.70, -3.24], [-0.09, 1.10, -2.73], [1.01, 2.02, -3.73], [-0.02, 5.34, -2.02], [0.42, 5.33, -0.31], [-0.99, 4.40, -0.86], [3.04, 3.95, -2.94], [3.67, 2.80, -1.75], [3.31, 4.46, -1.27], [0.60, 2.72, 0.96], [2.19, 1.94, 0.61], [-6.26, 2.77, -4.43], [-5.39, 2.36, -3.49], [-4.14, 1.82, -3.86], [-3.25, 1.40, -2.90], [-3.59, 1.51, -1.55], [-4.83, 2.03, -1.16], [-5.71, 2.45, -2.12], [-2.50, 0.98, -0.34], [-1.26, 1.85, -0.26], [-3.17, 0.84, 0.91], [-1.66, -0.31, -0.85], [-2.27, -1.57, -0.92], [-3.90, -1.81, -1.46], [-3.71, -3.49, -1.22], [-2.45, -3.75, -0.79], [-1.64, -2.66, -0.61], [-6.04, 2.72, -5.40], [-7.15, 3.17, -4.17], [-3.89, 1.72, -4.91], [-2.31, 0.96, -3.20], [-5.08, 2.09, -0.11], [-6.67, 2.85, -1.82], [-4.51, -4.19, -1.40], [-2.07, -4.74, -0.57]]
}

# 5
{
  "formula": "C40H46AsBClF4KN3O2P",
  "method": "ωB97M-V/def2-TZVPD",
  "total_charge": -2,
  "energy_ev": -161320.9778,
  "lumo_energy_ev": 3.5782,
  "max_force_ha_per_bohr": 0.01514,
  "orbital_gap_ev": 4.7111,
  "e_homo_ha": -0.042,
  "species": ["K", "O", "H", "H", "C", "N", "C", "C", "O", "N", "C", "C", "H", "H", "H", "H", "H", "H", "H", "H", "H", "H", "H", "H", "Cl", "C", "H", "H", "C", "C", "As", "C", "C", "C", "C", "C", "C", "C", "C", "C", "C", "C", "C", "P", "C", "C", "C", "C", "C", "C", "C", "C", "C", "C", "C", "C", "H", "H", "H", "H", "H", "H", "H", "H", "H", "H", "H", "H", "H", "H", "H", "H", "H", "H", "H", "H", "H", "H", "H", "H", "C", "C", "C", "C", "C", "C", "C", "C", "N", "H", "H", "H", "H", "H", "H", "F", "B", "F", "F", "F"],
  "positions_angstrom": [[2.25, -1.52, -0.33], [-0.02, -0.17, 2.20], [-0.06, -0.97, 2.75], [-0.48, -0.42, 1.39], [3.67, 0.31, 2.55], [4.10, -0.88, 3.27], [4.28, -0.71, 4.70], [3.70, -2.08, 2.74], [2.86, -2.14, 1.84], [4.25, -3.20, 3.29], [5.67, -3.26, 3.62], [3.66, -4.47, 2.89], [4.18, 1.17, 2.98], [2.58, 0.46, 2.62], [3.96, 0.22, 1.51], [3.44, -0.13, 5.12], [5.21, -0.17, 4.92], [4.29, -1.67, 5.20], [6.09, -2.26, 3.63], [6.20, -3.83, 2.85], [5.82, -3.73, 4.59], [2.58, -4.38, 2.88], [3.95, -5.23, 3.61], [4.00, -4.77, 1.89], [-0.67, -3.66, -2.68], [-0.46, -2.40, -1.36], [0.46, -2.73, -0.87], [-1.26, -2.61, -0.65], [-0.41, 1.80, -1.91], [-1.19, 2.29, -3.11], [-1.29, 4.25, -3.22], [-2.43, 4.51, -1.65], [-1.92, 5.19, -0.55], [-2.67, 5.33, 0.61], [-3.95, 4.79, 0.68], [-4.47, 4.11, -0.42], [-3.71, 3.97, -1.57], [-2.71, 4.43, -4.56], [-3.01, 3.43, -5.47], [-4.00, 3.60, -6.43], [-4.71, 4.79, -6.48], [-4.43, 5.80, -5.58], [-3.43, 5.62, -4.63], [-0.39, -0.16, -1.57], [0.35, -0.43, -3.23], [-0.35, -0.77, -4.39], [0.30, -0.95, -5.60], [1.67, -0.79, -5.69], [2.39, -0.45, -4.55], [1.73, -0.26, -3.35], [-2.23, -0.22, -1.53], [-2.88, 0.64, -0.64], [-4.26, 0.62, -0.49], [-5.03, -0.24, -1.26], [-4.40, -1.10, -2.15], [-3.02, -1.10, -2.27], [-0.76, 2.29, -0.99], [0.65, 2.08, -2.01], [-2.22, 1.91, -3.09], [-0.72, 1.93, -4.03], [-0.92, 5.60, -0.59], [-2.26, 5.84, 1.47], [-4.54, 4.89, 1.58], [-5.46, 3.68, -0.37], [-4.12, 3.42, -2.41], [-2.47, 2.49, -5.44], [-4.22, 2.80, -7.13], [-5.49, 4.92, -7.23], [-4.98, 6.73, -5.61], [-3.22, 6.42, -3.92], [-1.43, -0.90, -4.34], [-0.28, -1.22, -6.48], [2.18, -0.95, -6.63], [3.47, -0.32, -4.60], [2.32, 0.06, -2.49], [-2.30, 1.31, -0.02], [-4.73, 1.29, 0.22], [-6.11, -0.25, -1.16], [-4.99, -1.80, -2.73], [-2.55, -1.83, -2.92], [-0.22, -3.24, 3.25], [-0.03, -3.12, 4.60], [-0.97, -3.62, 5.59], [-0.75, -3.52, 6.93], [0.41, -2.90, 7.46], [1.35, -2.39, 6.52], [1.15, -2.49, 5.18], [0.63, -2.80, 8.85], [0.81, -2.73, 9.99], [-1.12, -3.71, 2.86], [0.51, -2.88, 2.55], [-1.87, -4.10, 5.23], [-1.49, -3.91, 7.62], [2.24, -1.90, 6.89], [1.88, -2.07, 4.49], [5.76, -2.67, -1.67], [5.79, -1.71, -0.65], [6.89, -0.87, -0.79], [5.80, -2.33, 0.61], [4.59, -0.92, -0.75]]
}